(1)
The following is a quantum chemistry calculation of a 2-piece molecular cluster, C4H13NO2P overall at a distorted geometry, from the OMol25 dataset.

Calculated values
F_max, Eh/bohr: 0.0504
Energy, a.u.: -706.4976
Frontier orbital gap, eV: 8.218
Total charge: +1

```
21
Properties=species:S:1:pos:R:3:nbo_charge:R:1
C -0.0875 -1.5736 -1.2510 -0.437
C -2.0997 -0.2616 -1.6430 -0.440
C 2.1318 1.2571 2.1226 -0.281
C -1.6207 -1.3682 0.4582 0.101
N -1.3311 -1.1100 -0.7543 -0.217
O 0.4350 3.0264 0.6130 -1.008
O 1.0754 0.6851 1.3219 -0.832
P -0.2399 1.6106 0.9648 1.144
H 0.1703 -0.8851 -2.0947 0.251
H 0.6019 -1.7150 -0.3883 0.253
H -0.3237 -2.5950 -1.6751 0.245
H -1.6514 -0.2990 -2.6882 0.242
H -3.0589 -0.6221 -1.8239 0.245
H -2.0998 0.7144 -1.2384 0.254
H 1.9764 2.3921 2.0979 0.192
H 3.1588 0.9396 1.7649 0.209
H 2.2404 0.9455 3.1619 0.199
H -0.9592 -2.0750 1.0267 0.237
H -2.4408 -0.8326 0.9762 0.239
H 0.2878 3.8117 1.1352 0.523
H -0.5853 1.8737 2.3994 -0.119
```


(2)
The following is a quantum chemistry calculation of a 2-piece molecular cluster, C4H13NO2S overall at a distorted geometry, from the OMol25 dataset.

Calculated values
F_max, Eh/bohr: 0.0763
Expectation value of S²: 0.75
Energy, a.u.: -763.5225
Frontier orbital gap (alpha / beta), eV: 2.440 / 8.628
2S+1: 2
Total charge: -1

```
21
Properties=species:S:1:pos:R:3:nbo_charge:R:1
C 1.6518 0.0702 -1.6399 -0.435
N 0.2160 0.2280 -1.3393 -0.652
C -0.2801 -0.2390 0.0427 -0.314
C 0.0623 -1.7270 0.1719 -0.582
S -0.3045 -2.4780 1.8562 -0.179
C 0.1676 0.8909 1.0083 -0.150
O -0.1005 0.4298 2.3473 -0.812
H 2.1816 -0.3189 -0.7488 0.175
H 1.8217 -0.6830 -2.4048 0.183
H 2.0269 1.0741 -1.8315 0.188
H -0.3360 -0.2921 -2.0095 0.347
H -1.3192 -0.0029 -0.1611 0.166
H 1.1292 -1.9778 0.1566 0.208
H -0.4343 -2.3669 -0.5624 0.216
H 0.6537 -1.9051 2.5898 0.112
H 1.2676 0.8572 1.0079 0.161
H -0.3312 1.8355 0.8130 0.165
H -0.9648 0.8291 2.5638 0.427
H -2.9782 1.3785 -0.5574 0.386
H -1.5950 2.1772 -0.5557 0.462
O -2.5346 2.2203 -0.7471 -1.072
```


(3)
The following is a quantum chemistry calculation of a 2-piece molecular cluster, C4H13NO2Si overall at a distorted geometry, from the OMol25 dataset.

Calculated values
F_max, Eh/bohr: 0.0775
Energy, a.u.: -654.9360
Frontier orbital gap, eV: 8.717
Total charge: 0

```
21
Properties=species:S:1:pos:R:3:nbo_charge:R:1
C 0.4824 2.3353 -0.8031 -0.399
C 2.3520 -1.2672 -0.3582 -0.224
C -2.6178 -1.6296 -0.4866 -0.236
C 0.0708 0.3822 2.0728 -1.165
N -0.5289 1.2979 -0.7779 -1.102
O 1.0437 -1.6554 -0.3983 -0.866
O -1.9840 -0.7580 0.4127 -0.915
Si -0.5868 0.0207 0.3492 2.189
H 1.3461 2.0594 -1.4144 0.191
H 0.0534 3.2568 -1.2023 0.196
H 0.8265 2.5217 0.2114 0.198
H 2.7338 -1.1423 0.6710 0.122
H 2.5447 -0.3258 -0.9035 0.119
H 2.9512 -2.0539 -0.8401 0.157
H -1.8824 -2.2654 -0.9767 0.201
H -3.1715 -1.0591 -1.2355 0.171
H -3.3136 -2.2415 0.0877 0.189
H -0.0804 -0.4729 2.7250 0.266
H 1.1373 0.5787 2.0301 0.256
H -0.4156 1.2435 2.5207 0.247
H -0.9609 1.1750 -1.6842 0.406
```


- Which of these has the lowest total charge?
  C4H13NO2S


- Among the records above, which one has the lowest F_max?
  C4H13NO2P


- What is the formula in the first record?
  C4H13NO2P